<a>
# C22H23N3O3S

One molecule with the formula C22H23N3O3S (ωB97M-V/def2-TZVPD, the Open Molecules 2025 dataset).

Geometry as ORCA input:
```
! RIJCOSX wB97M-V def2-TZVPD def2/J DEFGRID3
* xyz 0 1
C -4.470 1.619 2.919
C -3.449 2.431 2.184
C -3.821 3.259 1.129
C -2.888 4.026 0.458
C -1.540 3.996 0.807
C -0.529 4.822 0.083
C -1.180 3.159 1.853
S 0.517 3.045 2.404
O 0.621 2.010 3.388
O 1.029 4.346 2.721
N 1.363 2.603 1.009
C 1.486 1.297 0.566
C 0.474 0.373 0.817
C 0.593 -0.927 0.368
C 1.708 -1.333 -0.360
C 1.890 -2.711 -0.900
O 2.537 -2.931 -1.905
N 1.325 -3.699 -0.160
C 1.261 -5.063 -0.619
C -0.092 -5.378 -1.286
C -0.233 -4.529 -2.516
C -0.754 -3.241 -2.456
C -0.749 -2.466 -3.602
C -0.238 -3.007 -4.770
C 0.232 -4.310 -4.732
N 0.237 -5.050 -3.640
C 2.696 -0.393 -0.643
C 2.598 0.901 -0.178
C -2.107 2.395 2.536
H -5.137 2.274 3.478
H -5.077 1.045 2.221
H -3.992 0.937 3.617
H -4.860 3.306 0.835
H -3.206 4.665 -0.352
H 0.184 5.239 0.790
H -1.014 5.627 -0.463
H 0.019 4.203 -0.627
H 2.159 3.200 0.845
H -0.395 0.679 1.376
H -0.217 -1.614 0.571
H 0.785 -3.454 0.654
H 2.058 -5.191 -1.355
H 1.429 -5.736 0.227
H -0.905 -5.181 -0.583
H -0.103 -6.429 -1.570
H -1.153 -2.851 -1.531
H -1.130 -1.455 -3.580
H -0.205 -2.434 -5.684
H 0.629 -4.788 -5.619
H 3.547 -0.706 -1.228
H 3.379 1.616 -0.388
H -1.755 1.776 3.348
*
```

Calculated values
lowest unoccupied orbital energy	0.015	Eh
frontier orbital gap	9.19	eV
E_HOMO	-8.77	eV

Charges in e, computed with natural (NBO), in the same order as the atoms: -0.627 -0.043 -0.166 -0.206 0.026 -0.653 -0.357 2.314 -0.922 -0.935 -0.854 0.162 -0.209 -0.181 -0.173 0.673 -0.623 -0.617 -0.218 -0.439 0.218 -0.260 -0.160 -0.263 0.053 -0.432 -0.131 -0.256 -0.137 0.225 0.221 0.219 0.213 0.217 0.248 0.220 0.231 0.422 0.214 0.203 0.392 0.241 0.200 0.199 0.235 0.209 0.215 0.218 0.191 0.239 0.212 0.235

<b>
# C22H23N3O3S

One molecule with the formula C22H23N3O3S (ωB97M-V/def2-TZVPD, the Open Molecules 2025 dataset).

Geometry as ORCA input:
```
! RIJCOSX wB97M-V def2-TZVPD def2/J DEFGRID3
* xyz 0 1
C -6.324 0.319 -1.870
C -4.842 0.019 -1.712
O -4.716 -1.028 -0.760
C -3.489 -1.337 -0.297
C -3.445 -2.202 0.802
C -2.242 -2.536 1.381
C -1.050 -2.007 0.887
C -1.088 -1.213 -0.255
C -2.291 -0.877 -0.844
H -2.290 -0.246 -1.716
H -0.169 -0.860 -0.700
C 0.220 -2.323 1.577
O 0.528 -3.425 1.978
N 1.085 -1.267 1.758
C 0.858 0.074 1.508
C -0.223 0.905 1.736
C 0.163 2.144 1.191
N 1.376 2.102 0.683
N 1.799 0.843 0.878
C 3.090 0.416 0.490
C 3.968 0.004 1.487
C 5.226 -0.452 1.147
C 5.601 -0.489 -0.183
C 4.738 -0.069 -1.185
C 3.459 0.393 -0.854
C 2.517 0.833 -1.930
H 2.979 1.606 -2.542
H 2.272 -0.005 -2.583
H 1.600 1.238 -1.514
C 5.172 -0.117 -2.617
H 4.498 -0.741 -3.202
H 6.178 -0.521 -2.701
H 5.161 0.880 -3.054
H 6.585 -0.847 -0.449
H 5.911 -0.773 1.916
H 3.665 0.064 2.523
C -0.840 3.226 1.243
H -0.931 3.781 0.313
H -0.677 3.912 2.074
S -2.456 2.334 1.563
O -2.928 1.889 0.250
C -1.577 0.864 2.325
H -2.153 -0.028 2.090
H -1.571 1.031 3.404
H 2.012 -1.528 2.073
H -2.207 -3.187 2.241
H -4.376 -2.582 1.192
H -4.417 -0.298 -2.674
H -4.305 0.904 -1.351
H -6.740 0.640 -0.919
H -6.462 1.109 -2.603
H -6.853 -0.571 -2.199
*
```

Calculated values
lowest unoccupied orbital energy	0.022	Eh
frontier orbital gap	9.00	eV
E_HOMO	-8.39	eV

Charges in e, computed with natural (NBO), in the same order as the atoms: -0.616 -0.078 -0.494 0.336 -0.275 -0.152 -0.213 -0.176 -0.239 0.222 0.216 0.681 -0.586 -0.635 0.343 -0.170 0.129 -0.262 -0.193 0.109 -0.226 -0.204 -0.200 -0.013 0.074 -0.661 0.225 0.218 0.239 -0.634 0.221 0.219 0.221 0.212 0.219 0.218 -0.616 0.258 0.236 1.256 -0.995 -0.605 0.265 0.230 0.423 0.231 0.228 0.164 0.213 0.214 0.213 0.210

Which of them is most stable, and which least? Most stable: <a>; least stable: <b>.